Entry 1:
2 unconnected molecules or ions with the total composition C6H12N3O2S at a distorted geometry, computed with ωB97M-V/def2-TZVPD.

LUMO (eV): -4.07
Relative energy (zero: lowest compared OMol25 entry of this formula, charge and spin) (kJ/mol): 233.1
Orbital gap (eV): 9.40
Charge: +1

```
24
C6H12N3O2S ωB97M-V/def2-TZVPD
C 1.08277 -2.38541 0.14147
C -0.20879 -2.07280 0.01278
C 2.06566 -1.42315 -0.02008
C -0.59862 -0.78381 0.02657
C 1.77414 -0.07189 -0.13464
C 2.95281 0.91984 -0.23973
N 0.60035 0.38464 -0.17355
N -3.18476 -1.43396 0.00062
N -0.56119 2.77220 0.16266
O -2.31517 0.67842 1.17463
O -2.58489 0.72251 -1.20777
S -2.30884 -0.07185 -0.04684
H 1.31507 -3.40337 0.32644
H -1.04408 -2.77458 0.12543
H 3.06909 -1.87974 0.16430
H 3.23613 0.94690 -1.31310
H 3.79665 0.54446 0.29084
H 2.64883 1.86398 0.02514
H -0.07709 1.60382 0.28543
H -3.91925 -1.38277 0.82315
H -3.67411 -1.72417 -0.83887
H -0.27086 3.12299 -0.71904
H -0.20952 3.32275 0.89524
H -1.58430 2.52500 0.23891
```

Entry 2:
A gas-phase ion, C8H16N3 (charge +1) at a distorted geometry, computed with ωB97M-V/def2-TZVPD.

LUMO (eV): -4.92
Relative energy (zero: lowest compared OMol25 entry of this formula, charge and spin) (kJ/mol): 537.3
Orbital gap (eV): 9.33
Charge: +1

```
27
C8H16N3 ωB97M-V/def2-TZVPD
C 2.10521 -1.19282 -0.86805
C 1.63570 -0.80286 0.32514
C 1.73270 -0.94892 1.75556
C 1.64454 1.95447 -0.60192
C -1.38160 -1.88209 -0.09069
C -2.48433 0.24793 -0.94256
C 0.21677 1.55516 -0.28528
C -1.44126 -0.37171 -0.01797
N 1.38590 -0.90708 -2.00312
N 0.34980 -0.27926 -1.76973
N 0.02408 0.07341 -0.53138
H 3.06177 -1.67321 -0.96101
H 2.70016 -1.56656 1.83119
H 0.97763 -1.49472 2.25581
H 1.78531 0.06381 2.17882
H 1.50538 3.07667 -0.83249
H 2.43511 1.68592 0.07635
H 1.77100 1.41267 -1.62345
H -1.52413 -2.37380 -1.11765
H -0.41352 -2.07550 0.24848
H -2.12448 -2.21795 0.59252
H -3.43149 -0.32052 -0.84907
H -2.08142 0.37402 -1.97941
H -2.85808 1.20558 -0.43795
H -0.39616 2.13119 -1.09800
H 0.02866 1.62866 0.74611
H -1.61286 0.00878 1.02282
```